Density functional theory data (ωB97M-V/def2-TZVPD) for C44H55Cl2MnN2O3P as an isolated structure in a non-equilibrium geometry.

## Properties
* highest occupied orbital energy (spin up / spin down): -9.75 / -9.75 eV
* molar mass: 816.8 g/mol
* frontier orbital gap (spin up / spin down): 0.1564 / 0.2288 Ha

Structure (ORCA input):
```
! wB97M-V def2-TZVPD RIJCOSX def2/J DEFGRID3
* xyz 1 5
Mn -0.26 -0.30 0.41
C -1.14 5.51 -1.12
C -1.49 4.33 -0.20
C -1.01 4.59 1.23
C -0.91 3.06 -0.79
C 0.42 2.72 -0.60
C 0.97 1.60 -1.21
C 2.48 1.56 -1.32
C 3.21 2.03 -0.05
C 2.91 2.45 -2.50
C 0.12 0.66 -1.90
C -1.24 1.05 -2.14
C -1.69 2.25 -1.60
C -2.34 0.32 -2.93
C -1.95 -0.63 -4.06
C -3.32 -0.35 -1.94
C 0.81 -0.40 -2.72
C 1.07 -0.07 -4.05
C 1.74 -0.92 -4.90
C 2.19 -2.15 -4.43
C 1.94 -2.50 -3.11
C 1.26 -1.65 -2.24
P 0.98 -2.14 -0.50
C -0.09 -3.69 -0.50
C -1.41 -3.29 -1.18
C -0.42 -4.07 0.96
C 0.48 -4.91 -1.23
C 2.68 -2.47 0.27
C 3.38 -1.11 0.34
C 3.61 -3.42 -0.49
C 2.47 -3.01 1.70
H -1.58 6.44 -0.74
H -1.52 5.35 -2.13
H -0.06 5.64 -1.18
H -2.58 4.22 -0.18
H 0.05 4.85 1.25
H -1.16 3.72 1.87
H -1.56 5.43 1.66
H 1.07 3.37 -0.03
H 2.79 0.54 -1.55
H 3.26 3.12 -0.01
H 4.23 1.65 -0.05
H 2.71 1.68 0.86
H 2.52 3.46 -2.36
H 2.55 2.08 -3.46
H 4.00 2.50 -2.54
H -2.71 2.55 -1.80
H -2.90 1.13 -3.41
H -1.35 -1.48 -3.73
H -1.40 -0.12 -4.85
H -2.87 -1.03 -4.50
H -2.79 -0.78 -1.10
H -3.90 -1.14 -2.42
H -4.01 0.38 -1.52
H 0.71 0.89 -4.41
H 1.92 -0.63 -5.92
H 2.72 -2.83 -5.08
H 2.29 -3.46 -2.76
H -1.96 -2.60 -0.55
H -2.03 -4.18 -1.32
H -1.25 -2.84 -2.16
H -0.60 -3.19 1.58
H 0.36 -4.66 1.42
H -1.33 -4.67 0.96
H 0.64 -4.73 -2.29
H -0.26 -5.71 -1.14
H 1.40 -5.28 -0.78
H 3.66 -0.77 -0.66
H 4.29 -1.20 0.93
H 2.76 -0.34 0.81
H 3.96 -2.98 -1.42
H 3.17 -4.39 -0.70
H 4.48 -3.59 0.15
H 1.64 -2.54 2.22
H 3.38 -2.80 2.28
H 2.32 -4.08 1.71
Cl 5.80 0.85 3.56
C 5.33 2.50 3.27
C 6.30 3.41 2.88
C 5.94 4.73 2.66
C 4.62 5.12 2.80
C 3.66 4.20 3.17
Cl 2.01 4.71 3.22
C 3.99 2.86 3.44
N 3.06 1.88 3.82
C 2.28 1.88 4.97
C 2.54 2.76 6.03
C 1.80 2.73 7.19
C 0.79 1.81 7.35
C 0.55 0.90 6.34
C 1.28 0.90 5.15
C 1.05 -0.28 4.23
C 0.66 -0.15 2.77
O -0.15 -1.05 2.33
O 1.11 0.69 1.96
H 7.32 3.08 2.76
H 6.69 5.45 2.36
H 4.33 6.14 2.61
H 2.79 1.24 3.10
H 3.36 3.46 5.92
H 2.04 3.44 7.99
H 0.20 1.77 8.26
H -0.22 0.15 6.48
H 0.28 -0.91 4.67
H 1.97 -0.88 4.20
O -3.32 1.85 2.24
C -2.50 1.28 1.64
N -1.67 0.70 0.98
*
```

***

Density functional theory data (ωB97M-V/def2-TZVPD) for C44H55N6O4P2Ti as an isolated structure.

## Properties
* highest occupied orbital energy: -9.99 eV
* molar mass: 841.8 g/mol
* frontier orbital gap: 0.2460 Ha

Structure (ORCA input):
```
! wB97M-V def2-TZVPD RIJCOSX def2/J DEFGRID3
* xyz 1 1
Ti -0.39 0.04 0.07
C -5.22 -1.76 1.03
C -3.72 -1.52 1.12
C -2.96 -2.82 1.38
P -2.88 -0.62 -0.25
C -3.88 0.83 -0.80
C -3.07 1.66 -1.80
C -5.22 0.47 -1.46
C -2.73 -1.63 -1.74
C -3.70 -2.47 -2.29
C -3.45 -3.17 -3.46
C -2.22 -3.01 -4.09
C -1.25 -2.17 -3.57
C -1.49 -1.48 -2.38
N -0.53 -0.67 -1.76
C 0.84 -0.85 -2.10
C 1.42 -0.23 -3.21
C 2.76 -0.41 -3.46
C 3.55 -1.17 -2.59
C 2.98 -1.77 -1.48
C 1.61 -1.64 -1.24
P 0.66 -2.38 0.14
C -0.03 -3.96 -0.55
C 0.84 -4.61 -1.63
C -0.37 -4.97 0.55
C 1.91 -2.68 1.46
C 1.23 -2.72 2.83
C 2.86 -3.88 1.30
H -5.53 -2.35 1.90
H -5.52 -2.32 0.14
H -5.79 -0.83 1.06
H -3.53 -0.85 1.96
H -3.02 -3.51 0.53
H -3.39 -3.33 2.25
H -1.91 -2.62 1.59
H -4.05 1.41 0.11
H -2.86 1.08 -2.70
H -2.12 2.00 -1.40
H -3.64 2.54 -2.10
H -5.05 -0.06 -2.40
H -5.74 1.40 -1.71
H -5.87 -0.13 -0.84
H -4.66 -2.58 -1.80
H -4.20 -3.82 -3.88
H -2.02 -3.55 -5.01
H -0.30 -2.07 -4.07
H 0.81 0.40 -3.84
H 3.22 0.05 -4.32
H 4.60 -1.30 -2.78
H 3.60 -2.33 -0.80
H -0.96 -3.63 -1.02
H 1.80 -4.92 -1.23
H 1.01 -3.94 -2.47
H 0.33 -5.50 -2.00
H 0.52 -5.46 0.92
H -1.02 -5.74 0.13
H -0.89 -4.52 1.40
H 2.50 -1.76 1.41
H 0.66 -3.64 2.96
H 0.57 -1.87 2.98
H 1.99 -2.69 3.62
H 2.38 -4.80 1.60
H 3.74 -3.74 1.93
H 3.22 -4.02 0.28
C 4.69 -4.97 4.42
O 5.55 -4.06 3.77
C 5.50 -2.76 4.16
C 4.54 -2.24 5.02
C 4.56 -0.88 5.33
C 5.54 -0.06 4.82
C 6.54 -0.59 4.00
C 6.50 -1.93 3.65
N 5.63 1.33 5.21
N 4.76 2.13 4.86
C 3.72 1.68 3.97
C 2.44 1.50 4.42
C 1.45 1.01 3.56
C 1.72 0.76 2.23
O 0.81 0.17 1.46
C 3.01 1.10 1.70
N 3.22 0.98 0.36
C 4.42 1.25 -0.10
C 5.49 1.68 0.70
C 5.29 1.83 2.04
C 4.01 1.54 2.59
H 4.93 -5.95 4.03
H 3.64 -4.75 4.21
H 4.85 -4.96 5.50
H 3.78 -2.87 5.46
H 3.82 -0.48 6.01
H 7.34 0.04 3.65
H 7.26 -2.36 3.01
H 2.22 1.67 5.46
H 0.46 0.78 3.93
H 4.56 1.16 -1.17
H 6.45 1.90 0.25
H 6.08 2.19 2.69
C 0.37 4.39 -0.21
C -0.11 3.01 0.07
N 0.35 1.96 -0.51
O 1.37 2.15 -1.43
C -1.16 2.76 1.06
C -1.74 3.79 1.96
N -1.45 1.50 1.15
O -2.18 0.98 2.04
H 1.32 4.38 -0.72
H 0.44 4.95 0.72
H -0.36 4.91 -0.84
H 2.09 1.61 -1.03
H -1.04 4.06 2.76
H -2.64 3.39 2.42
H -1.99 4.70 1.41
*
```

***

How do the records compare in ΔE to the lowest compared entry with this formula, charge and spin? In the order shown, they have 9.69 17.88 kcal/mol.